1.
Computed, not measured: one molecule with the formula C3H2O2S3, with ωB97M-V/def2-TZVPD.

Geometry as ORCA input:
```
! RIJCOSX wB97M-V def2-TZVPD def2/J DEFGRID3
* xyz 0 1
C 1.33425 0.02734 0.16183
C -0.00793 0.58152 -0.14990
C -1.16242 -0.33009 -0.38040
H 2.11832 -1.28036 1.38170
H -2.30803 1.27491 -0.30739
O 1.28368 -0.64381 1.32992
O -2.32264 0.23846 -0.60793
S 2.35403 -0.11471 -1.05630
S -0.32320 2.17761 -0.05506
S -0.96607 -1.93089 -0.31647
*
```

## Properties
SMILES: OC(=S)C(=S)C(O)=S
Energy relative to the best compared isomer or geometry (same formula, charge and spin), kJ/mol: 113.1
Highest occupied orbital energy, eV: -9.119
Energy, eV: -39742.1536



2.
Computed, not measured: C22H35BrCdO2P2 as an isolated structure, with ωB97M-V/def2-TZVPD.

Geometry as ORCA input:
```
! RIJCOSX wB97M-V def2-TZVPD def2/J DEFGRID3
* xyz 0 1
P 5.51540 -1.32466 -2.04552
P 3.32316 -3.19025 -4.01897
C 5.99927 -2.80371 -3.15312
C 5.12269 -3.08127 -4.38720
H 6.04915 -3.68766 -2.49580
H 7.03160 -2.60565 -3.48883
H 5.25335 -2.31011 -5.16288
H 5.37618 -4.05202 -4.84401
C 3.21594 -4.88072 -3.33779
H 2.17508 -5.10628 -3.08002
H 3.83319 -4.98651 -2.43537
H 3.56206 -5.58022 -4.10796
C 2.47193 -3.27258 -5.60922
H 2.71181 -4.22386 -6.10441
H 2.79443 -2.42356 -6.22720
H 1.38991 -3.19923 -5.43581
C 6.82618 -1.47236 -0.79779
H 6.60790 -0.79001 0.03042
H 7.80631 -1.22894 -1.23054
H 6.84159 -2.50245 -0.41985
C 6.09823 0.01378 -3.14379
H 5.60029 -0.03838 -4.12006
H 7.18406 -0.06389 -3.28571
H 5.86350 0.97840 -2.68484
Cd -0.35279 -0.30102 1.67682
C 0.84761 -1.59661 -3.01494
C 1.49969 -2.58960 -2.35993
C 2.63003 -2.48271 -1.35254
C 2.79063 -1.27460 -0.41890
C 3.91193 -0.33394 -0.93427
C 3.36723 0.58272 -1.85835
C 2.77964 0.04638 -3.08213
C 1.23916 -0.17053 -3.10067
C 1.06266 1.28548 1.69605
H -0.06638 -1.85334 -3.56110
H 1.05034 -3.59966 -2.45404
H 3.60209 -2.54297 -1.91882
H 2.68673 -3.41253 -0.75352
H 1.83921 -0.71532 -0.28066
H 3.06388 -1.65835 0.57475
H 4.54816 0.07626 -0.13093
H 3.37230 1.65495 -1.64653
H 3.28453 -0.92321 -3.28219
H 3.08098 0.68973 -3.92759
H 0.74927 0.43133 -2.31580
H 0.89290 0.20643 -4.07604
H 0.54136 2.12129 1.20721
H 2.00194 1.08654 1.16881
H 1.25920 1.54508 2.74443
Br -4.51722 0.01668 -1.17248
C -5.31284 0.05038 0.53044
C -6.70174 0.24872 0.65236
C -7.32094 0.20750 1.91383
C -6.54913 -0.11925 3.03476
C -5.17228 -0.32125 2.91469
C -4.52262 -0.16741 1.69037
C -3.01682 -0.21266 1.64964
O -2.36622 -0.97883 2.46626
O -2.39760 0.53824 0.82541
H -7.29048 0.43650 -0.24013
H -8.39558 0.39760 2.00696
H -7.01328 -0.21232 4.01711
H -4.56504 -0.59160 3.77922
*
```

## Properties
Energy relative to the best compared isomer or geometry (same formula, charge and spin), kJ/mol: 0.0
Highest occupied orbital energy (spin up / spin down), eV: -5.657 / -5.659
Energy, eV: -120655.6844



3.
Computed, not measured: a 2-piece molecular cluster, CHF3N2O overall, with ωB97M-V/def2-TZVPD.

Geometry as ORCA input:
```
! RIJCOSX wB97M-V def2-TZVPD def2/J DEFGRID3
* xyz 0 1
C 2.19439 2.71421 -1.35213
N 2.01434 1.51891 -1.35664
N 0.76210 -0.35291 1.32985
O 2.00905 3.84124 -1.26687
F 2.71482 0.35616 -1.71766
F -0.56153 -0.89700 1.69693
F 0.42734 0.94059 0.97339
H 0.91683 -0.98335 0.46711
*
```

## Properties
SMILES: O=C=NF.FNF
Energy relative to the best compared isomer or geometry (same formula, charge and spin), kJ/mol: 523.6
Highest occupied orbital energy, eV: -11.470
Energy, eV: -14225.7714



4.
Computed, not measured: C4H6N2O as an isolated structure, with ωB97M-V/def2-TZVPD.

Geometry as ORCA input:
```
! RIJCOSX wB97M-V def2-TZVPD def2/J DEFGRID3
* xyz 0 1
N 1.36712 -1.00064 -1.45950
C 0.79686 -0.15119 -0.75266
O 1.32489 0.88889 -0.05585
C 0.30144 0.99144 0.94345
C -0.69664 -0.09261 0.50704
C -1.07388 -0.04521 -0.87428
N -1.27364 -1.00038 1.18798
H 2.34898 -0.77526 -1.60108
H 0.70543 0.78856 1.93442
H -0.15879 1.98654 0.90057
H -1.36036 -1.00304 -1.32388
H -1.67261 0.81337 -1.23161
H -0.60881 -1.40047 1.82541
*
```

## Properties
Energy relative to the best compared isomer or geometry (same formula, charge and spin), kJ/mol: 437.7
Highest occupied orbital energy, eV: -9.382
Energy, eV: -9268.9649



5.
Computed, not measured: a 2-piece molecular cluster, C25H18F4IO4 overall, with ωB97M-V/def2-TZVPD.

Geometry as ORCA input:
```
! RIJCOSX wB97M-V def2-TZVPD def2/J DEFGRID3
* xyz 1 1
F 5.66130 -0.12311 0.96678
C 4.74128 0.47103 0.12707
C 5.03969 1.72845 -0.38783
C 4.06407 2.29620 -1.21107
F 4.33501 3.53338 -1.76129
C 2.83849 1.69982 -1.45076
C 2.53013 0.42807 -0.88278
C 1.23496 -0.15238 -1.13406
C 0.99695 -1.55405 -0.87151
C 0.44565 -2.41482 -1.86395
C 0.66283 -3.78446 -1.77314
F 0.32453 -4.58889 -2.83980
C 1.24892 -4.38447 -0.65525
C 1.49874 -3.53947 0.42642
F 1.92521 -4.10134 1.61369
C 1.36956 -2.15462 0.36061
C 3.55339 -0.20362 -0.12555
H 5.97886 2.23217 -0.17663
H 2.07574 2.19779 -2.04518
H 0.71670 0.27994 -1.99241
H -0.04696 -1.98588 -2.73689
H 1.46004 -5.45022 -0.61413
H 1.63876 -1.53466 1.21765
H 3.42751 -1.20401 0.28586
C -2.40921 -0.79920 -1.83506
C -2.85264 0.63102 -2.03213
C -4.01448 0.72511 -3.02167
O -3.29574 1.19745 -0.78452
C -2.30928 1.53875 0.10558
O -2.65741 2.10794 1.11965
C -0.86916 1.28041 -0.32489
I 0.44385 2.03943 1.13586
C -0.60672 1.27657 2.87252
C -1.17074 2.21832 3.72611
C -2.02672 1.79414 4.74881
C -2.29191 0.43188 4.91501
C -1.68389 -0.50569 4.07848
C -0.82960 -0.08363 3.04434
C -0.82461 1.90816 -1.68510
O -0.02138 2.73750 -2.07172
O -1.80219 1.49039 -2.56467
H -1.43948 -0.82911 -1.32618
H -3.15484 -1.32432 -1.22267
H -2.32995 -1.30607 -2.80710
H -4.09013 1.74371 -3.40800
H -3.82168 0.04331 -3.85401
H -4.95568 0.45369 -2.53897
H -0.99074 3.27730 3.56661
H -2.49279 2.53488 5.39724
H -2.97074 0.10300 5.70329
H -1.87570 -1.56869 4.21593
H -0.37779 -0.80711 2.37141
*
```

## Properties
Energy relative to the best compared isomer or geometry (same formula, charge and spin), kJ/mol: 13.9
Highest occupied orbital energy, eV: -11.983
Energy, eV: -53366.4277